Entry from the OMol25 dataset: a structure of composition C41H71F6HfN4O13S2 (ωB97M-V with the def2-TZVPD basis set).

The highest occupied orbital energy comes out at -8.43 eV. Its total charge is +1. The HOMO-LUMO gap is 1.64 eV.

Atoms and positions in Å:
Hf1 -1.726 5.180 12.244
C1 6.830 7.420 10.539
C2 6.530 5.924 10.876
C3 7.923 5.086 10.932
C4 8.654 5.266 12.186
C5 7.747 5.000 13.403
C6 6.544 5.979 13.453
N1 5.797 5.727 12.191
O1 4.420 6.234 12.203
C7 7.056 7.441 13.842
C8 5.744 5.388 14.646
C9 5.637 5.398 9.768
H1 7.840 7.643 10.882
H2 6.012 8.110 10.748
H3 6.944 7.543 9.462
H4 8.523 5.395 10.076
H5 7.721 4.064 10.611
H6 9.218 6.198 12.155
H7 9.406 4.483 12.085
H8 8.348 5.103 14.307
H9 7.395 3.970 13.446
H10 7.999 7.698 13.359
H11 7.176 7.630 14.909
H12 6.217 8.049 13.504
H13 4.863 6.019 14.768
H14 6.301 5.406 15.582
H15 5.382 4.375 14.470
H16 6.006 5.400 8.742
H17 4.628 5.810 9.763
H18 5.505 4.332 9.956
C10 -8.929 7.791 10.128
C11 -9.941 7.317 11.186
C12 -11.226 6.867 10.283
C13 -12.258 6.096 11.082
C14 -11.729 4.999 11.845
C15 -10.467 5.369 12.769
N2 -9.453 6.143 12.016
O2 -8.022 6.056 12.310
C16 -9.985 4.009 13.455
C17 -11.017 6.249 13.929
C18 -10.343 8.515 12.129
H19 -8.443 6.943 9.646
H20 -8.163 8.291 10.721
H21 -9.331 8.279 9.240
H22 -10.802 6.274 9.473
H23 -11.697 7.778 9.912
H24 -12.927 5.605 10.375
H25 -12.892 6.794 11.628
H26 -11.346 4.205 11.205
H27 -12.449 4.498 12.492
H28 -9.532 3.348 12.717
H29 -10.821 3.454 13.880
H30 -9.294 4.212 14.273
H31 -10.212 6.794 14.422
H32 -11.305 5.633 14.781
H33 -11.945 6.816 13.851
H34 -10.208 9.440 11.569
H35 -9.625 8.474 12.948
H36 -11.294 8.315 12.624
C19 -1.461 1.810 18.361
F1 -1.936 0.923 19.119
F2 -0.572 2.564 18.915
F3 -0.927 1.259 17.251
S1 -3.021 2.867 17.710
O3 -3.454 2.266 16.425
O4 -4.044 2.845 18.750
N3 -2.325 4.386 17.160
S2 -2.346 5.268 18.563
O5 -2.068 4.717 19.903
O6 -1.516 6.428 18.251
C20 -4.145 6.127 18.605
F4 -4.346 6.896 17.565
F5 -5.132 5.168 18.634
F6 -4.266 6.858 19.695
C21 -10.070 0.489 22.265
C22 -9.197 0.080 23.299
C23 -9.393 -1.132 23.990
C24 -10.570 -1.860 23.708
C25 -11.435 -1.428 22.672
C26 -11.134 -0.328 21.945
N4 -10.785 -3.163 24.379
O7 -9.782 -3.733 24.912
O8 -11.960 -3.508 24.510
H37 -9.900 1.423 21.750
H38 -8.384 0.744 23.552
H39 -8.651 -1.505 24.680
H40 -12.261 -2.081 22.428
H41 -11.821 -0.117 21.137
C27 -2.697 12.814 13.707
C28 -1.399 11.979 13.628
O9 -1.457 10.775 13.419
C29 0.023 12.594 13.844
H42 -3.560 12.149 13.735
H43 -2.502 13.250 12.728
H44 -2.794 13.608 14.448
H45 0.704 12.468 13.002
H46 0.363 12.051 14.727
H47 -0.246 13.649 13.874
C30 -8.950 7.130 26.173
C31 -7.680 7.815 26.621
O10 -6.623 7.429 26.150
C32 -7.700 8.872 27.756
H48 -9.297 7.416 25.180
H49 -9.799 7.354 26.819
H50 -8.679 6.084 26.313
H51 -8.238 9.803 27.575
H52 -6.656 9.106 27.965
H53 -8.089 8.357 28.635
C33 4.536 -0.751 23.172
C34 5.608 0.190 22.583
O11 5.743 1.369 22.926
C35 6.481 -0.386 21.487
H54 3.780 -0.849 22.392
H55 4.114 -0.368 24.101
H56 4.931 -1.754 23.334
H57 6.912 0.400 20.867
H58 5.841 -0.939 20.799
H59 7.289 -0.995 21.893
C36 1.289 -1.752 10.193
C37 1.934 -0.657 11.064
O12 1.305 0.319 11.435
C38 3.319 -0.831 11.524
H60 0.633 -2.397 10.778
H61 2.123 -2.337 9.807
H62 0.715 -1.366 9.351
H63 3.481 -0.207 12.403
H64 4.062 -0.504 10.797
H65 3.410 -1.889 11.771
C39 -6.087 -1.081 9.525
C40 -5.807 0.356 9.035
O13 -4.968 1.040 9.588
C41 -6.694 0.906 7.889
H66 -5.577 -1.835 8.926
H67 -7.150 -1.214 9.319
H68 -5.933 -1.279 10.586
H69 -6.597 1.982 7.742
H70 -7.701 0.567 8.129
H71 -6.381 0.563 6.903


Entry from the OMol25 dataset: a structure of composition C41H72BN10O4SiSr (ωB97M-V with the def2-TZVPD basis set).

The highest occupied orbital energy comes out at -6.23 eV. Its total charge is -1. Its relative energy (zero: lowest compared OMol25 entry of this formula, charge and spin) is 0.256 eV. The HOMO-LUMO gap is 8.52 eV.

Atoms and positions in Å:
Sr1 -0.762 0.984 -0.055
C1 -4.223 -1.949 -3.104
C2 -3.234 -0.968 -2.480
C3 -3.174 0.336 -3.276
C4 -1.870 -1.585 -2.355
C5 -1.220 -2.505 -3.191
C6 0.020 -2.717 -2.609
C7 1.140 -3.593 -3.094
C8 0.595 -4.852 -3.762
C9 2.061 -2.820 -4.041
N1 0.077 -1.969 -1.490
N2 -1.081 -1.272 -1.334
B1 1.094 -1.759 -0.330
N3 2.572 -1.930 -0.769
N4 3.104 -0.847 -1.390
C10 4.367 -1.141 -1.651
C11 4.673 -2.437 -1.200
C12 3.500 -2.909 -0.641
C13 3.244 -4.250 -0.010
C14 3.577 -4.237 1.485
C15 4.020 -5.344 -0.738
C16 5.251 -0.122 -2.315
C17 6.585 -0.727 -2.739
C18 5.461 1.086 -1.401
N5 0.701 -2.568 0.932
N6 0.963 -1.949 2.115
C19 0.543 -2.763 3.071
C20 -0.005 -3.930 2.515
C21 0.108 -3.770 1.149
C22 -0.357 -4.718 0.079
C23 -0.042 -6.164 0.456
C24 -1.853 -4.540 -0.191
C25 0.655 -2.359 4.515
C26 -0.259 -1.168 4.804
C27 0.352 -3.523 5.451
H1 -5.223 -1.512 -3.135
H2 -3.935 -2.189 -4.131
H3 -4.270 -2.882 -2.540
H4 -3.567 -0.732 -1.465
H5 -2.810 0.153 -4.291
H6 -4.167 0.786 -3.346
H7 -2.514 1.068 -2.807
H8 -1.599 -2.961 -4.090
H9 1.735 -3.899 -2.233
H10 0.020 -4.602 -4.656
H11 1.417 -5.502 -4.068
H12 -0.058 -5.413 -3.089
H13 1.512 -2.519 -4.936
H14 2.452 -1.925 -3.557
H15 2.905 -3.444 -4.345
H16 1.036 -0.595 -0.025
H17 5.609 -2.965 -1.281
H18 2.182 -4.472 -0.103
H19 4.635 -4.012 1.639
H20 2.980 -3.491 2.007
H21 3.362 -5.212 1.932
H22 5.096 -5.187 -0.640
H23 3.784 -6.323 -0.313
H24 3.780 -5.364 -1.803
H25 4.723 0.223 -3.210
H26 7.147 -1.071 -1.867
H27 6.442 -1.580 -3.405
H28 7.196 0.014 -3.257
H29 5.998 0.789 -0.497
H30 6.046 1.859 -1.905
H31 4.503 1.514 -1.106
H32 -0.429 -4.775 3.033
H33 0.176 -4.490 -0.845
H34 -0.587 -6.458 1.356
H35 -0.340 -6.839 -0.350
H36 1.022 -6.307 0.650
H37 -2.427 -4.811 0.698
H38 -2.081 -3.506 -0.444
H39 -2.174 -5.177 -1.019
H40 1.691 -2.046 4.685
H41 -1.303 -1.451 4.641
H42 -0.150 -0.838 5.841
H43 -0.038 -0.325 4.151
H44 -0.684 -3.851 5.334
H45 1.002 -4.379 5.254
H46 0.488 -3.221 6.491
C28 3.932 -0.246 1.994
N7 3.078 0.823 2.494
C29 2.864 0.910 3.932
C30 2.213 1.394 1.684
N8 1.499 1.952 0.964
H47 4.951 -0.091 2.356
H48 3.932 -0.234 0.907
H49 3.550 -1.211 2.334
H50 3.779 1.256 4.418
H51 2.600 -0.075 4.326
H52 2.042 1.589 4.138
C31 -0.162 5.333 -2.227
Si1 -1.630 4.150 -2.142
C32 -3.061 5.123 -1.387
C33 -2.125 3.793 -3.933
O1 -1.314 2.824 -1.312
H53 -0.405 6.236 -2.796
H54 0.698 4.854 -2.702
H55 0.142 5.637 -1.222
H56 -3.315 6.005 -1.983
H57 -2.806 5.464 -0.380
H58 -3.952 4.495 -1.310
H59 -2.252 4.723 -4.497
H60 -3.066 3.241 -3.985
H61 -1.359 3.197 -4.438
C34 -1.233 5.089 2.404
C35 -1.399 4.749 3.881
C36 -2.066 3.379 4.130
C37 -2.144 3.101 5.638
C38 -2.756 1.743 5.963
C39 -3.478 3.455 3.584
O2 -4.320 4.200 4.045
N9 -3.753 2.645 2.521
C40 -2.853 1.771 1.909
O3 -3.243 1.176 0.900
N10 -1.610 1.606 2.394
C41 -1.180 2.313 3.466
O4 -0.057 2.162 3.932
H62 -0.773 6.071 2.284
H63 -2.194 5.113 1.887
H64 -0.597 4.362 1.893
H65 -2.007 5.504 4.383
H66 -0.424 4.715 4.371
H67 -2.728 3.902 6.095
H68 -1.125 3.152 6.024
H69 -3.779 1.669 5.587
H70 -2.790 1.578 7.041
H71 -2.169 0.936 5.521
H72 -4.661 2.726 2.087


Entry from the OMol25 dataset: a structure of composition C41H72F3N3O18Ti (ωB97M-V with the def2-TZVPD basis set).

The spin multiplicity is 4. The highest occupied orbital energy (spin up / spin down) comes out at -8.46 / -11.99 eV. The expectation value of S² is 3.7517. Its total charge is +1. The HOMO-LUMO gap (spin up / spin down) is 6.52 / 9.26 eV.

Atoms and positions in Å:
Ti1 1.472 1.188 -2.821
C1 -7.807 3.900 1.000
C2 -6.591 3.043 0.662
C3 -6.409 1.931 1.681
N1 -5.167 1.103 1.439
C4 -3.894 1.810 1.121
C5 -3.456 2.639 2.324
C6 -3.151 1.708 3.483
C7 -4.407 0.874 3.836
C8 -4.932 0.164 2.604
C9 -5.469 0.158 0.294
H1 -7.962 4.668 0.245
H2 -7.745 4.419 1.959
H3 -8.702 3.278 1.063
H4 -5.693 3.667 0.620
H5 -6.707 2.684 -0.363
H6 -7.259 1.255 1.709
H7 -6.215 2.390 2.650
H8 -3.941 2.362 0.184
H9 -3.163 1.020 0.942
H10 -4.222 3.383 2.567
H11 -2.617 3.300 2.105
H12 -2.915 2.269 4.387
H13 -2.319 1.048 3.233
H14 -5.143 1.448 4.405
H15 -4.053 0.194 4.618
H16 -5.848 -0.403 2.756
H17 -4.150 -0.544 2.322
H18 -6.248 -0.559 0.534
H19 -4.558 -0.398 0.078
H20 -5.720 0.773 -0.565
C10 1.368 0.753 0.154
O1 1.153 -0.415 -0.634
O2 2.074 1.619 -0.585
C11 -0.058 1.106 0.655
F1 -0.824 0.014 0.865
F2 0.012 1.716 1.862
F3 -0.729 1.904 -0.180
C12 2.044 -1.525 -0.576
C13 1.591 -2.455 -1.700
H21 1.983 -3.468 -1.601
H22 0.511 -2.583 -1.759
H23 1.878 -2.040 -2.672
H24 1.889 -2.067 0.364
H25 3.083 -1.221 -0.706
H26 1.912 0.529 1.086
O3 5.336 0.716 6.872
C14 4.441 1.435 6.519
O4 4.133 1.675 5.232
C15 4.587 0.733 4.265
C16 3.426 0.346 3.368
C17 3.630 2.238 7.482
H27 5.085 -0.151 4.666
H28 5.411 1.192 3.706
H29 3.055 1.167 2.757
H30 2.569 0.108 4.008
H31 3.671 -0.563 2.820
H32 3.437 3.244 7.095
H33 4.121 2.338 8.445
H34 2.609 1.903 7.686
O5 3.697 0.796 -3.080
C18 4.814 1.253 -3.299
O6 5.554 1.896 -2.445
C19 5.136 1.965 -1.015
C20 5.981 3.061 -0.408
C21 5.431 1.216 -4.674
H35 5.426 0.970 -0.688
H36 4.087 2.250 -1.008
H37 5.854 3.170 0.665
H38 5.803 4.017 -0.896
H39 7.023 2.785 -0.598
H40 4.809 1.838 -5.323
H41 5.338 0.221 -5.105
H42 6.432 1.627 -4.636
C22 0.003 -4.315 -6.430
C23 1.211 -3.900 -5.568
C24 1.335 -4.727 -4.290
C25 1.478 -6.147 -4.576
N2 1.583 -7.272 -4.766
H43 -0.224 -3.628 -7.243
H44 -0.887 -4.405 -5.804
H45 0.222 -5.282 -6.888
H46 1.082 -2.826 -5.404
H47 2.095 -3.990 -6.203
H48 0.413 -4.591 -3.718
H49 2.202 -4.398 -3.721
C26 1.434 -6.368 -0.874
C27 1.108 -7.766 -1.354
C28 2.346 -8.648 -1.512
C29 3.496 -8.055 -2.214
N3 4.401 -7.600 -2.752
H50 1.786 -6.448 0.162
H51 0.575 -5.697 -0.793
H52 2.191 -5.867 -1.477
H53 0.594 -7.787 -2.318
H54 0.425 -8.305 -0.696
H55 2.053 -9.543 -2.065
H56 2.716 -9.023 -0.554
C30 -0.306 4.703 -1.358
C31 -0.772 6.042 -1.936
O7 -1.842 6.401 -1.064
C32 -2.265 5.315 -0.405
O8 -3.205 5.240 0.320
O9 -1.429 4.263 -0.625
H57 0.602 4.869 -0.786
H58 -0.075 4.022 -2.174
H59 -1.037 5.911 -2.988
H60 -0.008 6.816 -1.937
C33 -1.130 -3.215 2.781
C34 -0.977 -4.602 2.163
O10 -1.562 -4.463 0.861
C35 -2.155 -3.256 0.757
O11 -2.640 -2.790 -0.223
O12 -2.037 -2.555 1.912
H61 -0.170 -2.697 2.820
H62 -1.507 -3.247 3.802
H63 -1.530 -5.361 2.708
H64 0.082 -4.821 2.058
C36 1.440 4.931 1.608
C37 2.619 3.931 1.746
O13 3.685 4.580 1.034
C38 3.278 5.801 0.575
O14 3.997 6.528 -0.025
O15 1.998 6.023 0.901
H65 1.198 5.230 2.627
H66 0.590 4.474 1.115
H67 2.424 2.979 1.254
H68 2.968 3.849 2.774
C39 -2.712 0.180 -2.649
C40 -1.822 -1.053 -2.727
O16 -2.655 -2.090 -3.212
C41 -3.942 -1.757 -2.914
O17 -4.834 -2.538 -2.888
O18 -3.996 -0.470 -2.530
H69 -2.712 0.754 -3.571
H70 -2.546 0.703 -1.713
H71 -1.479 -1.327 -1.730
H72 -0.967 -0.810 -3.359


Number 1: largest force on an atom 8.98 eV/Å. Number 2: largest force on an atom 0.63 eV/Å. Number 3: largest force on an atom 2.50 eV/Å.